(1)
C2H6N2O | wB97M-V/def2-TZVPD

## Properties
Structure (SMILES) = CO/C=N/N
Frontier orbital gap = 9.889 eV

Geometry as ORCA input:
```
! wB97M-V def2-TZVPD RIJCOSX def2/J DEFGRID3
* xyz 0 1
C -1.78 -0.49 -0.05
O -1.21 0.83 -0.03
C 0.14 0.91 -0.13
N 0.78 -0.17 -0.03
N 2.18 -0.06 -0.17
H -1.35 -1.04 0.77
H -1.45 -1.11 -0.91
H -2.81 -0.43 0.00
H 0.45 1.99 -0.15
H 2.50 0.59 0.65
H 2.56 -1.03 0.05
*
```

Löwdin population analysis, charges in e, atoms 1 to 5:
1 C -0.080
2 O -0.125
3 C -0.258
4 N -0.068
5 N -0.051


(2)
C40H41Br3Cl3N3OSi2Ta | wB97M-V/def2-TZVPD

## Properties
Frontier orbital gap = 6.359 eV

Geometry as ORCA input:
```
! wB97M-V def2-TZVPD RIJCOSX def2/J DEFGRID3
* xyz 1 1
Ta -0.40 -0.56 -0.19
C 1.12 2.08 1.11
N -0.30 1.71 1.27
C -0.55 1.47 2.70
C -1.16 2.81 0.81
C -1.14 3.08 -0.68
N -1.72 1.95 -1.41
C -2.31 2.37 -2.71
C -1.33 2.74 -3.79
H 1.35 2.99 1.67
H 1.37 2.23 0.06
H 1.74 1.28 1.49
H -0.28 2.35 3.29
H 0.04 0.63 3.05
H -1.60 1.26 2.87
H -0.90 3.73 1.34
H -2.18 2.54 1.10
H -0.14 3.26 -1.07
H -1.72 3.99 -0.84
H -2.96 3.23 -2.52
H -2.52 1.65 -0.87
H -2.93 1.55 -3.06
H -1.87 2.91 -4.73
H -0.62 1.93 -3.95
H -0.79 3.65 -3.55
C -3.48 -3.37 0.85
C -2.44 -3.19 1.90
C -2.64 -3.92 3.10
C -1.76 -3.83 4.11
C -0.61 -3.03 3.96
C 0.36 -2.85 4.98
Br 0.20 -3.75 6.62
C 1.42 -2.03 4.78
C 1.57 -1.37 3.55
Br 3.02 -0.18 3.46
C 0.69 -1.54 2.51
O 0.83 -0.97 1.27
C -0.45 -2.35 2.74
N -1.38 -2.41 1.73
H -3.52 -4.42 0.56
H -3.28 -2.77 -0.02
H -4.46 -3.10 1.25
H -3.52 -4.55 3.18
H -1.91 -4.37 5.04
H 2.15 -1.88 5.56
Br -7.17 0.28 0.78
C -5.34 0.02 0.44
C -4.90 -0.21 -0.86
C -3.55 -0.41 -1.10
C -2.60 -0.37 -0.07
C -3.09 -0.15 1.23
C -4.44 0.05 1.49
H -5.62 -0.23 -1.68
H -3.24 -0.61 -2.12
H -2.40 -0.15 2.07
H -4.79 0.22 2.50
Cl -0.08 -2.56 -3.68
Si -1.18 -2.53 -1.97
Cl -2.95 -3.43 -2.43
Cl -0.31 -3.85 -0.59
C 5.84 1.93 0.07
C 5.52 2.22 -1.25
C 4.36 1.70 -1.82
C 3.49 0.89 -1.08
C 3.85 0.59 0.23
C 5.01 1.10 0.81
Si 2.03 0.04 -1.88
C 1.68 1.04 -3.41
C 1.80 2.43 -3.33
C 1.77 3.22 -4.47
C 1.62 2.64 -5.72
C 1.49 1.26 -5.82
C 1.52 0.47 -4.68
C 2.73 -1.65 -2.27
C 2.61 -2.72 -1.39
C 3.13 -3.97 -1.71
C 3.80 -4.16 -2.91
C 4.00 -3.08 -3.76
C 3.47 -1.84 -3.45
H 6.74 2.33 0.51
H 6.18 2.84 -1.84
H 4.14 1.93 -2.86
H 3.22 -0.08 0.80
H 5.26 0.84 1.83
H 1.93 2.91 -2.36
H 1.87 4.30 -4.38
H 1.62 3.25 -6.62
H 1.38 0.79 -6.79
H 1.42 -0.60 -4.78
H 2.13 -2.58 -0.44
H 3.01 -4.80 -1.02
H 4.20 -5.14 -3.16
H 4.56 -3.21 -4.68
H 3.64 -1.01 -4.12
*
```

Löwdin population analysis, charges in e, atoms 1 to 5:
1 Ta 1.672
2 C -0.092
3 N -0.289
4 C -0.060
5 C -0.186


(3)
C4H8S | wB97M-V/def2-TZVPD

## Properties
Frontier orbital gap = 9.650 eV

Geometry as ORCA input:
```
! wB97M-V def2-TZVPD RIJCOSX def2/J DEFGRID3
* xyz 0 1
C -2.29 0.00 0.06
C -0.78 -0.05 -0.32
C 0.13 1.08 0.16
C 0.20 -1.08 0.17
H -2.72 -1.05 0.10
H -2.29 0.49 0.98
H -2.79 0.51 -0.75
H -0.85 -0.07 -1.39
H -0.07 2.09 -0.36
H -0.04 1.32 1.24
H 0.12 -1.29 1.25
H 0.12 -2.01 -0.32
S 1.56 0.02 -0.07
*
```

Löwdin population analysis, charges in e, atoms 1 to 5:
1 C -0.047
2 C -0.515
3 C -0.469
4 C -0.494
5 H 0.099


HOMO energy, respectively: -8.74; -10.75; -8.54 eV.
LUMO level, respectively: 1.2; -4.4; 1.1 eV.
Energy above the lowest of the compared OMol25 structures with the same formula, charge and spin, respectively: 2.807; 0.122; 0.655 eV.